{
  "formula": "C21H30I3NO3PS",
  "method": "the ωB97M-V functional and the def2-TZVPD basis",
  "total_charge": 1,
  "e_homo_ev": -11.403,
  "homo_lumo_gap_ev": 7.21,
  "lumo_ev": -4.2,
  "total_energy_ev": -74316.1520,
  "species": ["C", "C", "S", "C", "C", "N", "C", "C", "C", "C", "I", "C", "C", "C", "O", "O", "C", "C", "O", "C", "C", "I", "C", "C", "I", "C", "P", "C", "C", "C", "H", "H", "H", "H", "H", "H", "H", "H", "H", "H", "H", "H", "H", "H", "H", "H", "H", "H", "H", "H", "H", "H", "H", "H", "H", "H", "H", "H", "H", "H"],
  "xyz": [[4.571, 0.451, 1.432], [3.413, 1.445, 1.559], [2.251, 1.076, 2.888], [1.726, -0.578, 2.423], [0.822, -0.643, 1.233], [1.385, -1.099, 0.099], [0.756, -1.303, -1.079], [1.600, -1.829, -2.201], [2.449, -0.754, -2.897], [3.677, -0.335, -2.082], [5.326, 0.223, -3.275], [-0.593, -1.032, -1.134], [-1.382, -1.239, -2.399], [-1.331, -0.138, -3.437], [-2.074, -0.117, -4.363], [-0.311, 0.764, -3.244], [-0.607, 2.135, -3.097], [0.200, 2.761, -2.002], [-1.358, 2.700, -3.812], [-1.233, -0.541, 0.034], [-2.694, -0.301, -0.077], [-3.249, 1.635, -0.624], [-3.567, -1.303, 0.040], [-3.107, -2.709, 0.355], [-5.616, -1.105, -0.191], [-0.531, -0.313, 1.238], [-1.160, 0.296, 2.893], [-1.261, 2.112, 2.655], [-2.889, -0.308, 3.145], [-4.013, 0.731, 3.140], [5.497, 0.993, 1.252], [4.700, -0.115, 2.351], [4.458, -0.233, 0.592], [2.872, 1.594, 0.624], [3.812, 2.418, 1.838], [1.190, -0.987, 3.274], [2.609, -1.197, 2.250], [2.369, -1.335, 0.149], [0.942, -2.287, -2.934], [2.264, -2.600, -1.804], [1.837, 0.130, -3.063], [2.731, -1.099, -3.888], [3.441, 0.543, -1.483], [3.975, -1.122, -1.391], [-2.428, -1.400, -2.175], [-1.041, -2.142, -2.908], [-0.466, 3.334, -1.365], [0.892, 3.457, -2.476], [0.784, 2.038, -1.442], [-2.409, -2.703, 1.194], [-2.597, -3.156, -0.498], [-3.944, -3.334, 0.643], [-0.265, 2.500, 2.853], [-1.612, 2.425, 1.679], [-1.914, 2.488, 3.440], [-2.839, -0.754, 4.138], [-3.105, -1.132, 2.479], [-4.169, 1.131, 4.140], [-4.956, 0.286, 2.830], [-3.824, 1.574, 2.479]]
}